# 1
Computed, not measured: 11 unconnected molecules or ions with the total composition C52H132N10O11, with the ωB97M-V functional and the def2-TZVPD basis.

Geometry as XYZ:
```
205
Properties=species:S:1:pos:R:3:forces:R:3
C 4.190 -2.677 -1.254 -1.378 1.635 -2.267
C 5.685 -2.609 -1.268 0.539 0.881 0.716
C 6.083 -1.177 -0.849 0.852 0.743 0.201
C 6.083 -3.606 -0.174 1.491 -0.860 -1.386
C 7.585 -4.036 -0.217 -2.087 -1.365 -0.031
C 7.872 -4.706 -1.600 -0.093 2.964 0.970
C 7.506 -3.676 -2.733 2.176 0.795 -2.434
C 8.588 -2.518 -2.894 0.272 -0.771 1.232
C 7.505 -4.451 -4.077 -1.284 1.033 -0.777
N 6.179 -3.068 -2.608 -1.635 -1.079 2.485
O 5.748 -2.142 -3.595 1.124 -0.182 0.180
H 3.801 -1.976 -1.993 0.284 0.579 -0.538
H 3.784 -3.565 -1.738 -0.075 -0.680 1.159
H 3.711 -2.178 -0.411 0.054 -1.144 0.706
H 6.961 -1.150 -0.203 0.449 -0.327 -0.213
H 6.283 -0.466 -1.651 -0.069 -0.315 -0.346
H 5.380 -0.648 -0.205 -0.676 -0.396 -0.089
H 5.777 -3.317 0.832 -0.156 0.101 -0.433
H 5.501 -4.436 -0.573 0.006 -0.773 0.964
H 8.208 -3.241 0.191 0.449 -0.037 -0.708
H 7.714 -4.916 0.413 -0.111 0.328 0.846
H 7.349 -5.658 -1.695 -0.346 0.252 0.007
H 8.930 -4.937 -1.480 0.207 0.075 -1.175
H 8.497 -1.784 -2.093 -0.444 0.235 -0.131
H 8.614 -2.017 -3.862 -0.466 -0.116 0.047
H 9.597 -2.886 -2.706 0.111 -0.447 -0.299
H 6.916 -3.913 -4.819 -0.831 0.503 0.317
H 6.937 -5.376 -3.973 0.742 -0.446 -0.139
H 8.366 -4.390 -4.742 0.945 -1.053 1.019
H 5.116 -2.652 -4.105 -0.090 -0.067 -0.088
C 0.269 0.115 1.790 -1.219 -0.974 2.134
C 0.389 1.064 0.698 0.722 0.301 -2.722
C 1.046 2.377 1.146 -0.321 0.476 0.524
C 1.408 0.443 -0.325 0.478 1.114 -0.189
C 0.873 -0.523 -1.309 -0.817 -0.690 0.473
C -0.378 -0.039 -1.963 -1.163 0.796 -0.091
C -1.583 0.451 -1.018 0.653 -2.869 0.061
C -2.750 1.070 -1.865 2.552 0.248 0.117
C -2.189 -0.902 -0.413 0.675 0.764 0.167
N -0.936 1.361 0.018 -0.067 -0.110 -2.097
O -1.902 2.021 0.811 0.756 -0.205 -0.093
H 1.199 -0.023 2.342 -0.043 0.131 0.144
H -0.519 0.503 2.436 0.129 0.032 0.751
H -0.117 -0.870 1.526 0.284 -0.077 -0.484
H 1.073 3.191 0.421 -0.660 -0.230 -0.389
H 0.537 2.753 2.033 0.060 0.139 0.091
H 2.109 2.291 1.372 -0.007 -0.670 0.347
H 1.877 1.299 -0.811 0.039 -0.044 -0.415
H 2.229 -0.086 0.160 0.015 0.357 0.770
H 1.554 -0.829 -2.102 0.372 0.304 0.152
H 0.640 -1.453 -0.789 0.006 -0.295 0.197
H -0.627 -0.906 -2.573 -1.004 0.371 -0.366
H -0.083 0.793 -2.602 -0.243 0.193 -0.312
H -2.998 0.436 -2.716 -0.200 -0.587 0.465
H -2.211 1.864 -2.384 -0.730 0.936 0.157
H -3.620 1.351 -1.272 0.203 0.168 -0.179
H -2.847 -0.667 0.424 0.180 -0.198 0.351
H -1.374 -1.579 -0.155 0.005 0.123 0.647
H -2.798 -1.535 -1.058 -0.138 0.614 -0.613
H -2.322 1.334 1.333 -0.272 -0.204 0.451
C -2.566 0.207 -7.517 0.803 -0.929 1.113
O -3.766 0.776 -7.078 0.766 2.029 -0.349
C -3.537 2.201 -6.861 -2.096 0.559 1.790
C -3.293 2.631 -5.387 0.772 -1.117 -0.346
C -4.479 2.518 -4.473 0.107 -0.443 0.125
N -2.906 4.012 -5.322 0.421 0.717 -0.427
H -2.694 -0.860 -7.695 -0.412 0.133 -0.757
H -1.858 0.157 -6.690 0.386 0.396 0.374
H -2.055 0.761 -8.304 -0.345 -0.179 -0.428
H -2.807 2.758 -7.449 0.232 -0.826 -0.574
H -4.503 2.691 -6.984 -0.154 -0.097 -0.917
H -2.469 2.012 -5.031 0.125 -0.485 0.452
H -5.294 3.123 -4.871 -0.321 -0.404 -0.144
H -4.210 3.003 -3.535 -0.055 -0.346 0.206
H -4.700 1.467 -4.286 -0.595 0.157 -0.044
H -1.897 4.053 -5.325 0.250 0.252 -0.570
H -3.081 4.280 -4.364 -0.077 0.474 -0.155
C -0.314 -0.634 6.025 0.866 -1.041 0.588
O -0.074 0.530 6.748 -0.739 1.780 -1.253
C -0.686 1.652 6.066 0.820 -0.264 -0.015
C -0.121 2.922 6.571 0.318 2.220 1.467
C -0.914 4.132 6.122 -1.320 0.311 0.742
N 1.290 3.294 6.374 0.722 -1.004 0.170
H -0.044 -1.408 6.743 -0.554 -0.501 -0.133
H 0.391 -0.783 5.208 0.077 0.357 -0.468
H -1.331 -0.716 5.642 -0.201 -0.075 0.175
H -0.505 1.740 4.995 0.269 -1.035 -0.517
H -1.771 1.621 6.171 -0.118 -0.019 0.270
H -0.194 2.933 7.659 -0.441 -0.245 0.214
H -1.929 4.025 6.505 -0.576 -0.280 -0.634
H -0.905 4.358 5.056 -0.039 -0.346 0.106
H -0.655 5.034 6.677 0.824 -0.036 -0.213
H 1.814 2.698 5.749 -0.271 -0.203 -0.657
H 1.739 3.068 7.250 0.301 0.249 0.188
C 4.842 -6.494 1.811 0.944 -0.212 0.783
O 5.154 -5.190 2.264 -0.134 -0.142 0.750
C 4.018 -4.379 2.499 1.030 1.340 -1.313
C 4.377 -2.958 3.133 -0.023 -1.908 0.830
C 4.685 -2.963 4.621 -0.557 -0.826 0.543
N 3.242 -2.097 2.950 0.034 1.135 -0.862
H 4.903 -7.162 2.670 -0.380 -0.244 0.176
H 5.670 -6.817 1.179 -0.231 0.100 -0.426
H 3.871 -6.620 1.333 0.013 0.321 -0.227
H 3.678 -4.166 1.485 -0.447 0.552 -0.290
H 3.152 -4.902 2.904 0.230 -0.069 0.979
H 5.238 -2.504 2.643 -0.018 -0.306 -0.385
H 4.733 -1.946 5.011 0.333 -0.028 -0.180
H 5.517 -3.581 4.956 0.301 0.196 -0.312
H 3.819 -3.406 5.113 -0.257 -0.040 0.195
H 2.366 -2.595 2.893 -0.146 -0.244 0.017
H 3.412 -1.696 2.039 -0.630 0.437 -0.219
C -3.169 4.584 -1.681 -1.966 -0.076 1.525
O -2.285 4.699 -2.687 2.182 0.867 -2.100
C -0.955 4.515 -2.213 0.570 -1.302 -0.432
C 0.023 4.334 -3.412 0.610 -1.775 2.738
C 1.357 3.665 -2.994 0.425 1.052 0.513
N 0.341 5.520 -4.110 -1.230 0.483 -1.762
H -2.730 5.131 -0.846 -0.677 -0.403 0.801
H -3.450 3.542 -1.531 0.635 -0.222 0.942
H -4.154 4.981 -1.928 0.140 0.792 -0.319
H -0.623 5.273 -1.503 -0.144 0.708 -0.180
H -0.962 3.608 -1.608 0.153 -0.422 0.005
H -0.440 3.555 -4.018 -0.363 0.469 -0.614
H 1.462 3.140 -2.045 -0.864 -0.430 -0.092
H 2.018 4.511 -2.804 0.514 -0.023 -0.334
H 1.761 3.055 -3.803 0.045 0.119 0.069
H 0.885 6.244 -3.662 0.028 -0.406 0.555
H -0.571 5.895 -4.329 0.078 0.798 -0.494
C -5.125 1.705 5.357 0.105 -0.012 -1.699
O -4.635 1.656 3.964 -0.940 0.801 1.115
C -5.656 1.113 3.115 1.160 0.485 -0.858
C -5.199 1.091 1.594 -1.931 -0.217 -0.841
C -5.583 2.340 0.695 1.074 0.308 2.035
N -5.928 -0.037 0.964 0.133 -0.274 0.737
H -6.134 2.102 5.475 -0.331 0.077 -0.662
H -4.535 2.427 5.922 0.581 -0.669 0.007
H -5.185 0.668 5.686 0.460 0.101 0.638
H -5.825 0.104 3.493 -0.338 -0.339 -0.442
H -6.568 1.704 3.204 -0.184 -0.024 -0.008
H -4.135 0.864 1.529 0.226 0.442 0.296
H -4.772 3.054 0.839 0.259 0.150 -0.571
H -6.428 2.908 1.083 -0.404 -0.479 0.046
H -5.758 2.124 -0.359 0.219 -0.255 0.175
H -5.502 -0.874 1.334 -0.271 -0.245 0.583
H -5.625 -0.177 0.011 -0.039 0.687 -0.532
C -1.264 -4.119 -6.109 -1.238 -1.817 0.619
O -0.383 -3.230 -5.600 2.002 1.299 0.590
C 0.281 -2.451 -6.562 1.506 -0.273 -0.122
C 1.739 -2.177 -6.061 -0.306 0.112 -0.128
C 1.679 -1.233 -4.912 -0.194 -0.617 1.400
N 2.637 -1.544 -7.023 -0.659 0.590 -0.690
H -0.976 -4.576 -7.056 -0.045 0.358 -0.360
H -2.270 -3.698 -6.106 -0.283 -0.127 -0.499
H -1.238 -4.941 -5.394 -0.504 -0.296 0.023
H 0.425 -3.032 -7.473 -0.412 0.151 -0.362
H -0.318 -1.552 -6.713 0.355 0.327 -0.419
H 2.176 -3.121 -5.737 -0.310 -0.252 0.006
H 1.350 -0.234 -5.199 -0.288 -0.017 -0.101
H 2.684 -1.137 -4.502 -0.039 0.053 0.416
H 0.991 -1.686 -4.198 0.028 0.499 0.478
H 3.612 -1.799 -6.962 -0.086 -0.542 0.146
H 2.606 -0.605 -6.652 0.519 0.552 -0.991
C -2.786 -5.499 1.277 -0.571 1.554 -0.325
O -2.749 -4.144 1.898 0.509 -2.232 -0.109
C -1.411 -3.723 2.094 0.786 1.310 -0.833
C -0.609 -4.346 3.232 -3.386 -0.874 0.103
C -1.385 -4.112 4.503 -2.020 -1.016 1.836
N 0.680 -3.750 3.411 -0.052 -0.163 -0.489
H -2.877 -5.376 0.198 0.675 0.213 -0.242
H -3.748 -5.970 1.477 0.323 -0.126 0.884
H -1.900 -6.082 1.532 -0.348 -0.054 0.091
H -0.858 -3.762 1.156 0.199 -0.476 -0.260
H -1.439 -2.647 2.270 -0.344 0.211 0.261
H -0.717 -5.425 3.132 1.078 -0.251 -0.369
H -1.420 -3.148 5.010 0.645 0.593 -0.590
H -1.114 -4.803 5.301 0.623 -0.127 0.036
H -2.449 -4.339 4.443 -0.212 -0.093 -0.632
H 1.159 -4.399 4.020 0.533 0.141 0.278
H 0.277 -3.055 4.022 1.669 1.128 0.386
C -2.434 10.263 3.019 0.493 -1.063 -0.816
O -2.551 8.860 2.904 -0.211 -1.795 -0.061
C -1.398 8.008 3.006 -0.202 -0.217 0.794
C -1.724 6.543 2.604 -2.502 0.359 0.700
C -2.933 5.983 3.450 0.396 0.960 -0.810
N -0.590 5.677 2.749 0.954 -0.015 -0.313
H -1.590 10.481 3.674 -0.167 0.599 0.082
H -3.400 10.649 3.343 0.238 0.001 0.376
H -2.284 10.601 1.994 0.400 0.709 0.089
H -0.516 8.357 2.471 -0.142 0.201 -0.513
H -1.081 7.954 4.048 0.050 0.218 0.491
H -2.129 6.651 1.597 0.563 -0.549 -0.484
H -2.642 6.025 4.500 -0.451 0.306 0.185
H -3.252 4.960 3.250 0.606 -0.239 -0.380
H -3.798 6.578 3.156 -0.145 0.279 0.781
H -0.339 5.643 3.727 0.313 0.450 0.249
H -0.873 4.719 2.601 -0.172 -0.167 -0.569
C -6.090 -4.266 1.885 -0.608 0.932 -0.237
C -5.880 -3.298 0.704 1.149 -0.171 1.004
O -4.690 -2.468 0.935 -1.359 -0.955 -0.868
H -6.660 -3.776 2.674 0.138 -0.189 0.216
H -5.119 -4.589 2.262 -0.196 -0.006 0.066
H -6.655 -5.117 1.505 -0.032 -0.144 0.278
H -6.678 -2.577 0.524 -0.129 -0.326 0.098
H -5.800 -4.009 -0.118 0.467 0.697 -0.804
H -3.966 -3.071 1.117 0.470 -0.179 0.291
```
Forces are in eV/Å.

Computed properties:
Strongest force on any atom, hartree/bohr: 0.068
HOMO level, eV: -8.34
Energy above the lowest of the compared OMol25 structures with the same formula, charge and spin, eV: 4.002
Spin multiplicity: 1
SMILES: CC1(C)CCCC(C)(C)N1O.CC1(C)CCCC(C)(C)N1O.COC[C@H](C)N.COC[C@H](C)N.COC[C@H](C)N.COC[C@H](C)N.COC[C@H](C)N.COC[C@H](C)N.COC[C@H](C)N.COC[C@H](C)N.CCO
DFT total energy, Eh: -3435.099512
Lowest unoccupied orbital energy, eV: 0.1
HOMO-LUMO gap, eV: 8.4863

Results of the Mulliken charge analysis, in e, for atoms 1 through 99: atom 1 (C): -2.573, atom 2 (C): 2.702, atom 3 (C): -1.800, atom 4 (C): -0.503, atom 5 (C): -0.693, atom 6 (C): -1.090, atom 7 (C): 1.377, atom 8 (C): -1.821, atom 9 (C): -1.748, atom 10 (N): 0.495, atom 11 (O): -0.475, atom 12 (H): 0.590, atom 13 (H): 0.534, atom 14 (H): 0.009, atom 15 (H): 0.417, atom 16 (H): 0.353, atom 17 (H): 0.321, atom 18 (H): -0.825, atom 19 (H): 0.592, atom 20 (H): 0.334, atom 21 (H): 0.379, atom 22 (H): 0.365, atom 23 (H): 0.340, atom 24 (H): 0.399, atom 25 (H): 0.356, atom 26 (H): 0.428, atom 27 (H): 0.371, atom 28 (H): 0.364, atom 29 (H): 0.393, atom 30 (H): 0.310, atom 31 (C): -2.242, atom 32 (C): 3.218, atom 33 (C): -1.789, atom 34 (C): -1.408, atom 35 (C): 0.560, atom 36 (C): -1.695, atom 37 (C): 2.520, atom 38 (C): -1.448, atom 39 (C): -0.694, atom 40 (N): 0.218, atom 41 (O): 0.412, atom 42 (H): 0.601, atom 43 (H): 0.127, atom 44 (H): -0.084, atom 45 (H): 0.143, atom 46 (H): 0.076, atom 47 (H): 0.482, atom 48 (H): 0.146, atom 49 (H): 0.209, atom 50 (H): -0.341, atom 51 (H): 0.100, atom 52 (H): 0.453, atom 53 (H): -0.059, atom 54 (H): 0.554, atom 55 (H): -0.032, atom 56 (H): -0.113, atom 57 (H): -0.410, atom 58 (H): -0.150, atom 59 (H): 0.539, atom 60 (H): -0.168, atom 61 (C): -0.585, atom 62 (O): -0.365, atom 63 (C): -0.988, atom 64 (C): 1.747, atom 65 (C): -1.389, atom 66 (N): -0.849, atom 67 (H): 0.362, atom 68 (H): 0.051, atom 69 (H): 0.347, atom 70 (H): 0.402, atom 71 (H): 0.375, atom 72 (H): -0.419, atom 73 (H): 0.512, atom 74 (H): -0.014, atom 75 (H): 0.336, atom 76 (H): 0.324, atom 77 (H): 0.466, atom 78 (C): -0.705, atom 79 (O): -0.489, atom 80 (C): 0.192, atom 81 (C): 0.254, atom 82 (C): -1.316, atom 83 (N): -0.671, atom 84 (H): 0.347, atom 85 (H): 0.273, atom 86 (H): 0.262, atom 87 (H): -0.331, atom 88 (H): 0.354, atom 89 (H): 0.388, atom 90 (H): 0.454, atom 91 (H): -0.239, atom 92 (H): 0.516, atom 93 (H): 0.235, atom 94 (H): 0.318, atom 95 (C): -0.820, atom 96 (O): -0.362, atom 97 (C): -0.637, atom 98 (C): 0.589, atom 99 (C): -1.895


# 2
Computed, not measured: a single C6H8O2 molecule, with the ωB97M-V functional and the def2-TZVPD basis.

Geometry as XYZ:
```
16
Properties=species:S:1:pos:R:3:forces:R:3
C 1.075 0.631 -1.967 -1.282 -1.424 -1.959
C 0.825 -0.747 -1.686 0.825 2.375 -1.323
C 0.338 -0.715 -0.243 1.983 3.058 -0.064
O -0.611 -1.561 0.254 -0.749 1.465 2.102
C -0.752 -0.818 1.566 -0.839 -1.018 1.580
C -0.670 0.743 1.367 1.764 -0.089 -1.814
C -0.218 0.772 -0.150 -1.191 -0.869 -1.860
O 0.785 1.594 -0.906 1.023 -2.578 -0.689
H 1.147 1.055 -3.151 0.352 -0.935 3.890
H 0.968 -1.656 -2.462 -0.342 2.503 2.197
H 1.171 -0.490 0.627 -0.566 -1.400 -2.199
H -1.795 -1.002 2.119 2.575 -0.416 -1.348
H 0.205 -1.162 2.114 -1.982 0.372 -0.209
H 0.183 1.202 1.952 -1.377 -0.455 -0.190
H -1.668 1.143 1.520 0.348 0.609 0.120
H -0.983 1.011 -0.954 -0.540 -1.198 1.764
```
Forces are in eV/Å.

Computed properties:
Strongest force on any atom, hartree/bohr: 0.078
HOMO level, eV: -8.64
Energy above the lowest of the compared OMol25 structures with the same formula, charge and spin, eV: 5.138
Spin multiplicity: 1
SMILES: C1=C[C@@H]2OCC[C@H]2O1
DFT total energy, Eh: -383.721289
Lowest unoccupied orbital energy, eV: 1.1
HOMO-LUMO gap, eV: 9.7112

Charge distribution, Mulliken scheme, values in e: atom 1 (C): -0.233, atom 2 (C): -0.520, atom 3 (C): 0.409, atom 4 (O): -0.463, atom 5 (C): -0.443, atom 6 (C): -0.547, atom 7 (C): -0.073, atom 8 (O): -0.402, atom 9 (H): 0.260, atom 10 (H): 0.265, atom 11 (H): 0.170, atom 12 (H): 0.309, atom 13 (H): 0.325, atom 14 (H): 0.256, atom 15 (H): 0.348, atom 16 (H): 0.339